1.
# C12H36ClI2LuN3OP3

A structure of composition C12H36ClI2LuN3OP3 at a distorted geometry (wB97M-V/def2-TZVPD, the Open Molecules 2025 dataset).

Summary:
HOMO = -13.34 eV
net charge = +2
energy relative to the best compared isomer or geometry (same formula, charge and spin) = 120.13 kcal/mol
lowest unoccupied orbital energy = -7.33 eV
DFT total energy = -109742.233 eV
frontier orbital gap = 6.0 eV
spin multiplicity = 1

Structure (XYZ):
```
59
Properties=species:S:1:pos:R:3:forces:R:3
I 5.00566 -4.49076 -3.82667 -0.15 -0.29 0.17
I 4.13170 -6.81049 -2.79986 0.09 0.34 -0.12
Lu 0.30147 -2.25140 0.07924 0.09 2.89 -0.58
P 1.72809 -1.99528 1.88786 5.06 0.63 6.15
C 3.41905 -2.68612 1.74415 -0.01 -0.06 -0.09
C 2.02013 -0.24756 2.35199 -0.15 -0.10 -0.17
H 2.62966 -0.17573 3.25948 -0.09 -0.21 -0.14
H 1.75784 -2.51895 4.28140 -0.06 -0.03 -0.22
H 1.04862 0.22645 2.51360 0.42 -0.15 0.01
H 0.09866 -2.33009 3.62640 0.13 -0.07 0.11
H 3.92731 -2.22589 0.89236 0.06 -0.04 0.11
H 2.52575 0.26385 1.52848 -0.12 -0.02 0.17
C 1.09478 -2.73871 3.43759 -0.22 -0.08 -0.13
H 3.99754 -2.50297 2.65559 -0.10 -0.03 -0.16
H 1.00982 -3.82110 3.30915 0.02 0.05 0.15
H 3.35645 -3.76267 1.56346 0.12 0.05 0.07
P -1.32220 -2.36105 -1.57119 -5.45 -0.63 -5.75
C -0.88903 -3.20506 -3.13863 0.08 -0.05 0.02
C -2.85656 -3.20944 -1.04053 0.10 -0.03 0.20
H -2.25800 -0.16904 -1.24056 0.01 -0.09 -0.37
H -2.74367 -0.82012 -2.83993 0.13 -0.16 0.14
H -1.09624 -0.17167 -2.58358 -0.19 -0.11 0.08
C -1.92183 -0.72033 -2.12253 0.10 -0.02 0.12
H -3.21314 -2.72430 -0.12829 -0.08 -0.10 -0.12
H -3.62568 -3.15925 -1.81884 0.20 -0.01 0.10
H -1.73215 -3.19431 -3.83719 0.15 0.00 0.12
H -0.60561 -4.23964 -2.92672 -0.06 0.03 -0.13
H -2.63012 -4.25486 -0.81458 -0.15 0.03 -0.04
H -0.03190 -2.70297 -3.59563 -0.09 -0.06 -0.06
Cl -1.31897 -1.08362 1.38416 -0.47 -1.25 1.00
C -2.97391 1.37291 0.69012 -0.90 -0.31 0.04
N -1.97309 1.93593 -0.25429 2.02 -1.10 0.64
C -2.15975 3.40046 -0.24529 0.27 1.05 -0.07
P -0.16434 1.48779 -0.06757 1.68 1.42 -1.82
O 0.40647 0.00060 -0.43418 -1.14 1.73 1.26
N 0.62288 2.47296 -1.39938 -1.60 -1.49 1.74
C 2.02004 2.06433 -1.60945 0.55 -0.17 0.22
C -0.09200 2.40760 -2.68800 -0.56 0.36 -0.38
N 0.55470 2.23757 1.45951 -1.42 -1.08 -2.01
C 0.98856 3.63165 1.26461 0.50 0.85 -0.41
C -0.36494 2.21056 2.61522 -0.18 -0.26 0.64
H -3.97074 1.83799 0.52195 0.86 0.19 -0.19
H -3.19894 0.31131 0.52379 0.47 0.36 0.06
H -2.72730 1.54796 1.74719 -0.10 -0.17 -0.37
H -2.13204 3.81691 0.78176 -0.05 -0.17 -0.47
H -1.40663 3.93205 -0.85252 -0.27 -0.39 0.30
H -3.15361 3.65499 -0.67367 0.57 -0.46 0.22
H 2.07965 1.05435 -2.06779 0.03 0.51 0.14
H 2.52133 2.79229 -2.28233 -0.42 -0.38 0.43
H 2.58105 2.03248 -0.65257 -0.33 0.10 -0.52
H 0.11677 1.47011 -3.23735 -0.01 0.28 0.19
H -1.19021 2.50779 -2.57352 0.71 -0.11 0.06
H 0.23493 3.25293 -3.32698 -0.02 -0.46 0.40
H 0.14501 4.28810 0.97253 0.53 -0.19 0.18
H 1.42975 4.02850 2.20444 -0.42 -0.53 -0.37
H 1.78425 3.71225 0.50752 -0.49 -0.08 0.28
H -1.17045 2.96418 2.53466 0.31 -0.32 0.02
H -0.81702 1.21467 2.76859 0.19 0.44 -0.17
H 0.20215 2.44186 3.54282 -0.16 -0.08 -0.65
```
Positions in Å, forces in eV/Å.

Atom charges from the Löwdin analysis, given in e for atoms 1 to 5:
1. I -0.007
2. I 0.005
3. Lu 1.160
4. P 0.595
5. C -0.246

2.
# C12H36ClN2O11

A cluster of 6 separate species, C12H36ClN2O11 in total at a distorted geometry (wB97M-V/def2-TZVPD, the Open Molecules 2025 dataset).

Summary:
HOMO = -6.31 eV
net charge = -1
energy relative to the best compared isomer or geometry (same formula, charge and spin) = 33.88 kcal/mol
lowest unoccupied orbital energy = 2.71 eV
DFT total energy = -51043.975 eV
frontier orbital gap = 9.0 eV
spin multiplicity = 1

Structure (XYZ):
```
62
Properties=species:S:1:pos:R:3:forces:R:3
Cl 0.22041 -0.52535 -1.79809 -0.75 -0.16 -0.67
O 0.69446 -1.75196 -1.21305 -0.75 -0.65 -0.07
O -1.24984 -0.50263 -2.04193 1.66 -0.59 0.01
O 0.54559 0.52703 -0.91939 0.08 1.75 1.70
O 0.94925 -0.28551 -3.01178 -0.36 -0.30 -1.09
O 4.00195 -0.14386 -2.13705 0.52 0.19 -0.02
H 3.14998 -0.02045 -1.71853 -0.52 0.07 -0.08
H 4.24254 -1.04688 -1.92987 -0.03 -0.22 0.03
O -1.59162 -1.10488 -5.48095 -0.30 -0.04 -0.17
H -1.59335 -0.76756 -4.58515 0.11 0.07 0.73
H -2.47491 -0.92923 -5.80523 -0.16 0.07 -0.14
O 1.01126 -1.15756 -6.15130 0.69 -0.08 -0.49
H 1.55229 -1.20503 -5.36309 0.10 0.07 0.30
H 0.17249 -0.81171 -5.84618 -0.37 -0.06 0.01
C 3.71420 1.99661 4.00572 -0.29 -0.44 -0.98
O 3.25528 0.79172 3.34421 0.51 0.63 1.36
C 3.84810 0.38103 2.09588 -1.93 0.57 -0.09
C 2.81090 -0.60111 1.53584 0.25 -0.32 0.32
N 3.03566 -1.88235 2.15328 -0.44 -1.97 0.11
C 2.07139 -2.97010 1.84895 -0.46 0.65 0.14
C 2.22609 -4.10993 2.82693 -0.67 0.07 0.17
O 1.82098 -3.77142 4.18056 1.15 -1.28 0.16
C 2.32101 -4.75216 5.14514 0.63 1.59 0.34
H 4.79516 2.06681 4.12692 0.20 -0.15 -0.37
H 3.31408 2.12262 5.01176 -0.35 -0.79 -0.02
H 3.32334 2.85665 3.46198 0.30 0.21 -0.28
H 4.83179 -0.05813 2.26203 0.05 0.10 -0.26
H 3.79199 1.19463 1.37269 0.78 0.47 0.15
H 2.81927 -0.68963 0.44947 0.33 -0.01 0.02
H 1.82251 -0.21970 1.79215 -0.16 0.35 -0.09
H 2.95038 -1.77733 3.15418 0.16 0.31 0.25
H 2.17637 -3.38433 0.84620 0.55 0.07 -0.13
H 1.02739 -2.65718 1.83394 -0.27 0.49 0.27
H 3.27591 -4.38137 2.71609 0.16 -0.44 0.69
H 1.54703 -4.92608 2.58017 0.32 -0.26 -0.64
H 2.89039 -4.15631 5.85851 0.05 0.10 0.23
H 3.06160 -5.47315 4.79901 -0.29 -0.03 -0.76
H 1.59331 -5.27744 5.76371 -0.66 0.08 -0.62
C -3.96297 -1.09801 0.14005 -0.68 -0.73 1.48
O -4.12053 0.30308 0.24007 -0.84 -0.37 0.02
C -4.60637 0.95334 -0.90464 2.08 1.69 -1.24
C -4.91696 2.45834 -0.58314 -1.72 -1.73 0.51
N -3.97161 3.20966 0.15955 2.00 1.07 0.39
C -2.62707 3.39517 -0.47460 -0.43 -1.03 -0.85
C -2.77451 4.03091 -1.86499 0.28 -0.36 0.02
O -1.52698 4.35190 -2.48207 -1.48 1.21 0.53
C -0.81369 3.21985 -2.94325 0.02 0.33 1.45
H -4.88017 -1.66489 0.29966 -1.00 0.43 -0.23
H -3.47347 -1.35992 1.07808 0.87 -0.12 -0.44
H -3.56190 -1.59365 -0.74401 0.82 0.94 -0.18
H -5.38499 0.46833 -1.49338 -0.50 -0.21 0.54
H -3.73576 0.98967 -1.55949 0.12 -0.17 -0.67
H -5.78792 2.36435 0.06549 -0.30 0.30 0.23
H -5.29386 3.03794 -1.42582 0.29 -0.37 -0.41
H -3.81714 2.74373 1.04225 -0.02 0.01 0.13
H -2.13903 2.42388 -0.55532 0.15 -0.29 -0.26
H -1.89656 3.98132 0.08296 -0.61 0.41 0.45
H -3.43701 4.88439 -1.72088 0.49 0.62 -0.26
H -3.30113 3.40020 -2.58121 -0.22 -0.47 0.16
H -1.42719 2.33039 -2.79976 0.03 -0.27 -0.80
H -0.03170 3.11164 -2.19164 0.69 -0.41 -0.63
H -0.46609 3.46158 -3.94765 0.09 -0.58 0.07
```
Positions in Å, forces in eV/Å.

Atom charges from the Löwdin analysis, given in e for atoms 1 to 5:
1. Cl 0.624
2. O -0.360
3. O -0.389
4. O -0.364
5. O -0.360

Among the records above, which one has the lowest DFT total energy?
C12H36ClI2LuN3OP3

Which of these has the lowest frontier orbital gap?
C12H36ClI2LuN3OP3

Which value of spin multiplicity does entry 2 give?
1